[1]
DFT (ωB97M-V/def2-TZVPD) results for a gas-phase ion, C5H9ClN3 (charge +1) in a non-equilibrium geometry.

```
! RIJCOSX wB97M-V def2-TZVPD def2/J DEFGRID3
* xyz 1 1
H -1.048 -0.115 2.442
N -0.961 -0.014 1.463
C 0.021 -0.077 0.762
N 1.422 -0.100 1.565
C 0.095 0.111 -0.733
C -0.763 -1.045 -1.328
N -1.719 -0.436 -2.276
C -1.636 0.803 -2.245
C -0.673 1.407 -1.222
Cl 0.386 2.683 -1.807
H 1.131 0.063 2.515
H 2.025 0.555 1.008
H 2.034 -0.969 1.613
H 1.057 0.348 -1.141
H -0.205 -1.929 -1.811
H -1.424 -1.613 -0.753
H -2.259 1.261 -3.027
H -1.355 1.803 -0.575
*
```

As for the SMILES: [H]/N=C(\[NH3+])[C@H]1CN=C[C@@H]1Cl. The calculation puts the frontier orbital gap at 9.38 eV. The HOMO energy is -0.492 hartree. The calculation puts the electronic energy at -820.0414 Eh.

***

[2]
DFT (ωB97M-V/def2-TZVPD) results for a gas-phase ion, C5H9ClN3 (charge +1) in a non-equilibrium geometry.

```
! RIJCOSX wB97M-V def2-TZVPD def2/J DEFGRID3
* xyz 1 1
C -0.814 -0.934 -1.075
C 0.211 -0.431 -0.036
C 0.426 -1.533 0.959
N 1.399 -0.126 -0.673
N 1.630 1.062 -0.787
C 0.724 1.809 -0.090
N 0.794 3.078 0.019
C -0.216 0.999 0.680
Cl -1.951 1.523 0.534
H -1.374 -0.081 -1.340
H -1.585 -1.628 -0.572
H -0.378 -1.457 -1.981
H 0.675 -2.365 0.411
H -0.389 -1.771 1.617
H 1.318 -1.221 1.548
H 0.170 3.763 0.490
H 1.669 3.392 -0.281
H 0.081 1.146 1.712
*
```

As for the SMILES: CC1(C)N=NC(=[NH2+])[C@H]1Cl. The calculation puts the frontier orbital gap at 8.47 eV. The HOMO energy is -0.544 hartree. The calculation puts the electronic energy at -820.0406 Eh.